23
Properties=species:S:1:pos:R:3 method="wB97M-V/def2-TZVPD" charge=-1 gap_ev="5.642 / 5.641" e_above_lowest_ev=4.931 smiles="CSC1=C(c2ccco2)N([O-])CC=N1" fmax_ha_per_bohr=0.07394
C 2.59079 0.50147 -2.66796
C 1.21356 0.25501 -2.53867
C 3.06471 0.91841 -1.43428
C 0.91975 0.50538 -1.23937
C -2.20561 0.93726 1.40175
C -0.23505 0.30869 -0.40335
C -0.14978 0.18286 1.00801
C -2.59816 0.09132 0.21635
C 0.12401 -1.91784 2.51643
N -1.02114 0.72578 1.82713
N -1.52216 0.36078 -0.83848
O -1.96916 0.91480 -1.92864
O 2.00906 0.91330 -0.53718
S 1.20691 -0.76904 1.73003
H 3.17340 0.60910 -3.57798
H 0.59274 -0.11554 -3.32041
H 4.07068 1.24429 -0.94200
H -2.84701 1.52280 2.00278
H -2.52622 -1.04863 0.62450
H -3.55900 0.33598 -0.09648
H 0.70198 -2.61793 3.20136
H -0.45578 -2.47873 1.77031
H -0.57851 -1.37951 3.22617